Here is a structure of composition C30H36ClF9N6O3Rb from the OMol25 dataset. Energies are from ωB97M-V/def2-TZVPD.

Summary:
Max |F| ... 3.0 eV/Å
Orbital gap ... 0.253 hartree

```
! RIJCOSX wB97M-V def2-TZVPD def2/J DEFGRID3
* xyz -1 1
Rb -0.071 -0.325 -0.289
N 1.174 2.061 0.656
C 2.384 2.574 0.098
C 3.125 1.740 -0.958
N 2.356 1.264 -2.096
C 1.505 2.213 -2.725
C 0.448 1.607 -3.668
N -0.701 1.121 -2.916
C 3.217 0.517 -3.034
C 3.557 -0.856 -2.511
N 2.483 -1.809 -2.571
H 1.342 1.740 1.616
H 0.398 2.703 0.549
H 2.263 3.623 -0.218
H 3.160 2.662 0.908
H 3.984 2.447 -1.277
H 3.585 0.799 -0.540
H 0.871 2.733 -1.972
H 2.054 3.017 -3.207
H 0.209 2.368 -4.438
H 0.888 0.762 -4.228
H -1.013 1.765 -2.191
H -1.490 0.826 -3.501
H 2.719 0.367 -3.998
H 4.164 1.078 -3.177
H 4.284 -1.230 -3.241
H 3.990 -0.818 -1.478
H 2.779 -2.638 -3.035
H 2.112 -2.133 -1.689
Cl 5.169 -3.607 4.843
C 4.236 -3.172 3.459
C 4.715 -2.971 2.147
C 3.954 -2.744 1.059
C 2.491 -2.609 1.166
O 1.761 -2.469 0.170
C 2.008 -2.733 2.523
C 0.654 -2.516 2.995
N -0.360 -2.183 2.300
C -1.583 -2.091 2.933
C -2.031 -3.097 3.751
C -3.246 -2.961 4.450
C -4.050 -1.859 4.280
C -3.627 -0.802 3.405
C -4.423 0.344 3.157
C -3.867 1.314 2.392
C -2.629 1.113 1.803
N -1.898 0.052 1.990
C -2.361 -0.918 2.759
C 2.907 -2.972 3.614
H 5.818 -2.993 1.981
H 4.289 -2.628 0.051
H 0.513 -2.682 4.052
H -1.469 -4.002 3.940
H -3.459 -3.732 5.151
H -4.956 -1.784 4.810
H -5.481 0.402 3.533
H -4.354 2.263 2.085
H -2.270 1.910 1.153
H 2.509 -2.963 4.633
C -0.639 -2.833 -2.753
C -0.372 -3.999 -1.806
C -1.117 -3.644 -0.556
O -2.048 -2.615 -0.907
C -2.029 -2.355 -2.323
H -0.570 -3.080 -3.786
H 0.178 -2.114 -2.640
H 0.685 -4.027 -1.561
H -0.677 -4.948 -2.244
H -0.460 -3.200 0.179
H -1.680 -4.449 -0.069
H -2.264 -1.273 -2.421
H -2.849 -2.940 -2.807
F -1.849 6.068 0.982
C -1.174 4.992 0.413
F -0.790 4.261 1.456
F -0.096 5.482 -0.244
C -2.042 4.055 -0.606
O -1.588 2.860 -0.664
C -1.942 4.826 -1.994
F -3.045 4.457 -2.698
F -0.869 4.597 -2.720
F -2.016 6.154 -1.902
C -3.512 4.134 -0.075
F -4.253 3.183 -0.657
F -3.610 4.010 1.284
F -4.111 5.308 -0.337
*
```